(1)
C25H21F3N2O5S | the ωB97M-V functional and the def2-TZVPD basis

```
57
Properties=species:S:1:pos:R:3:forces:R:3:mulliken_charge:R:1
S 0.25851 -2.78248 1.38003 2.10 -0.38 -0.93 0.76
F 1.94296 -3.26525 3.39449 -0.87 0.69 -0.08 -0.20
F 1.17777 -1.19948 3.31197 -0.15 -0.75 0.15 -0.22
F -0.10984 -2.82680 4.03007 0.50 0.20 -0.49 -0.23
O 1.23807 -3.39281 -5.76923 1.39 0.54 0.89 -0.65
O 3.31347 -2.68101 -5.58408 -1.66 -0.51 0.60 -0.65
O 1.43271 3.52220 -3.90384 0.02 -0.46 0.84 -0.44
O 0.13361 -4.22279 1.26844 -0.91 0.59 0.38 -0.65
O -0.89242 -1.92315 1.17407 -0.23 -0.55 0.34 -0.37
N 2.21144 -3.01034 -5.08008 0.16 -0.11 -1.42 0.94
N -1.55117 2.24249 3.02645 0.92 0.00 -1.73 0.18
C -1.61993 0.94111 1.15475 0.12 -0.38 0.11 1.29
C 1.72346 -2.54997 -0.87475 0.13 -0.09 -0.58 1.04
C -0.51168 2.28926 -3.33894 0.54 0.22 0.14 -0.80
C 0.84990 -2.50868 3.14427 0.25 0.13 -0.05 0.55
C -1.50753 0.51994 -0.16610 -0.35 1.17 0.42 -0.39
C -1.22531 1.50890 -2.45682 0.00 -0.16 0.58 -0.40
C 2.76735 3.96341 -3.55969 -0.35 -0.15 -0.10 -0.78
C 2.06366 -2.93597 -3.66458 -0.27 0.19 0.42 -0.18
C 1.32790 2.42789 -1.72088 -0.20 0.24 -0.60 -0.63
C 3.14722 -2.47578 -2.89172 -0.37 0.00 0.38 -0.40
C 1.62204 -2.22665 0.48410 -0.04 0.01 0.70 -0.56
C -3.83563 -0.29668 4.54343 0.33 0.21 -0.34 -0.70
C -1.22805 3.33051 3.93944 0.19 0.30 0.06 -0.92
C -3.23497 -0.80178 2.22660 -0.46 -0.39 0.44 -0.07
C 2.98730 -2.30689 -1.53158 -0.41 -0.21 -0.35 -0.97
C 0.57219 1.68871 -0.82612 -0.41 0.30 0.19 -0.74
C 0.66038 -3.09083 -1.68975 0.29 0.06 -0.15 -0.49
C 0.77929 2.75628 -2.98609 0.28 -0.01 0.21 0.95
C -3.94647 -1.10507 3.39658 0.27 0.24 -0.20 -0.93
C 0.82989 -3.25628 -3.05149 0.35 0.17 0.02 -0.69
C -3.02423 0.84780 4.52889 -0.21 -0.29 0.04 -0.87
C -0.72775 1.22156 -1.14790 0.84 0.19 -0.56 0.19
C -1.10518 2.13118 1.74104 -0.87 -0.01 1.16 -0.69
C -2.41076 0.30666 2.20780 -0.39 0.68 0.37 0.32
C -2.35602 1.13772 3.34499 0.01 -0.60 -0.32 0.19
H 0.01217 -3.62020 -3.67411 0.30 0.04 0.19 0.42
H 3.10482 4.52503 -4.43280 -0.01 -0.12 0.24 0.24
H 2.74921 4.61109 -2.66906 -0.03 -0.15 -0.32 0.32
H 0.97237 1.51177 0.17371 -0.01 -0.31 -0.39 0.58
H 2.53788 -1.98581 1.03948 -0.65 -0.12 -0.04 0.37
H -2.90759 1.48362 5.40456 -0.19 -0.22 -0.14 0.26
H -4.58694 -1.98851 3.42509 0.21 0.30 -0.04 0.41
H -1.71201 3.13208 4.89876 0.15 0.12 -0.25 0.29
H -1.57937 4.29620 3.54917 0.00 -0.36 0.08 0.34
H 2.32882 2.77483 -1.45166 -0.47 -0.26 -0.03 0.36
H -2.18093 -0.26796 -0.49083 0.13 -0.03 0.00 0.40
H -0.14165 3.39468 4.09094 -0.34 -0.12 -0.01 0.34
H -0.55181 2.92686 1.25136 -0.05 -0.15 0.31 0.66
H -0.28579 -3.41198 -1.23873 0.42 0.28 -0.14 0.40
H -2.23716 1.19514 -2.71448 0.30 -0.07 -0.03 0.45
H -4.39233 -0.56856 5.44163 0.24 0.15 -0.24 0.39
H -0.90504 2.57888 -4.31104 0.02 -0.16 0.22 0.44
H -3.31376 -1.41539 1.33910 -0.03 -0.14 0.18 0.40
H 3.42955 3.10255 -3.37636 -0.23 0.27 -0.14 0.34
H 4.08032 -2.24722 -3.39954 -0.14 -0.11 0.20 0.46
H 3.82706 -2.00402 -0.90896 -0.13 0.07 -0.18 0.33
```
Forces are in eV/Å.

The calculation puts the frontier orbital gap at 3.64 eV. Its total energy is -58464.9392 eV. The value obtained for the HOMO energy is -6.100 eV. As for the spin multiplicity: 1.

***

(2)
C14H32LiNO14P | the ωB97M-V functional and the def2-TZVPD basis

```
63
Properties=species:S:1:pos:R:3:forces:R:3:mulliken_charge:R:1
P -0.27033 2.43903 -0.84697 3.81 1.52 2.14 0.15
O -0.16433 3.89503 -0.90497 -0.86 2.75 -0.52 -0.96
O -1.38233 1.56603 -1.05597 -8.90 -3.29 -2.74 -0.28
O -0.50133 -3.84097 -1.72797 -0.80 2.68 -4.20 -0.41
O 2.22967 0.99603 1.34203 2.01 1.37 0.61 -0.61
O -5.86133 -0.75897 -3.04797 1.22 -0.80 -0.87 -0.62
O 0.81167 1.65603 -1.46097 5.87 -2.23 -5.95 -0.67
O -2.52533 -0.05797 3.34603 4.30 3.29 0.45 -0.30
O -3.84933 -1.68397 -2.81697 0.54 -1.42 -1.25 -0.16
O -0.18233 -1.77497 -0.83997 -0.73 0.77 1.81 -0.77
O -4.44533 -0.70897 2.47203 3.02 -1.76 1.93 -0.64
O 0.09967 1.84603 0.52303 0.67 -0.17 7.83 -0.59
O -3.32033 -1.91597 4.20303 0.87 2.32 -1.81 -0.34
O -5.45933 -2.63697 -4.11797 1.22 -2.75 -1.24 -0.35
O 0.07867 -2.13997 -2.95097 0.59 0.55 -5.48 -0.41
N 5.56667 2.51103 1.24603 1.96 -1.41 -3.50 0.32
C 0.50367 -0.72797 -3.25297 -0.17 -3.48 5.67 -0.90
C 5.69267 2.72103 2.59303 0.46 0.95 5.81 -1.10
C -6.82433 -2.79697 -4.51397 -1.04 7.20 3.86 -0.71
C 5.46067 3.80003 0.53703 -0.96 1.97 -1.61 -0.94
C 3.05767 2.21403 1.35203 -2.83 -2.62 -1.49 -0.63
C 6.81867 1.76303 0.73903 3.17 -0.23 1.44 -0.89
C -3.42033 -0.87597 3.21003 -7.88 -2.89 -0.32 0.81
C -3.38133 -0.61797 -1.94797 1.75 -2.33 0.45 -0.77
C -4.29733 -2.97797 4.38803 0.44 4.03 0.38 -0.66
C -2.21533 0.78203 2.13603 0.39 4.38 1.57 -0.08
C -0.26733 -2.46797 -1.81397 0.61 -2.43 3.20 0.94
C -0.77533 -4.40497 -0.53297 3.37 -1.15 1.69 -0.75
C 4.36767 1.64103 0.94803 0.20 0.45 3.96 -0.88
C -5.04433 -1.63697 -3.37197 -3.50 3.78 3.08 0.71
Li -0.02733 0.21603 -0.47397 -0.03 0.75 -0.19 0.93
H -1.69733 -4.17097 -0.04997 -0.29 0.60 0.55 0.27
H 1.45567 -0.64697 -2.83997 1.33 0.69 0.71 0.29
H 0.42067 -0.51297 -4.17597 -0.06 0.32 -7.08 0.54
H -4.06233 -0.25497 -1.27397 -2.03 0.40 1.48 0.51
H 0.23967 -4.28897 -0.06697 -1.42 0.57 1.64 0.29
H 6.60767 3.09703 2.91503 2.52 1.33 -0.82 0.55
H 2.66467 2.96503 0.68903 -0.21 -0.14 -1.62 0.40
H -0.22433 -0.13897 -2.85897 -1.54 2.09 2.11 0.33
H -7.11433 -3.61197 -4.94197 -0.18 -6.16 -1.74 0.37
H -2.46433 -0.94997 -1.41597 -0.99 -0.66 -0.13 -0.06
H 4.44367 4.24203 0.69303 0.63 -0.88 -0.31 0.39
H -1.39933 1.69503 2.28603 -1.29 -3.45 -0.18 0.11
H 1.24867 1.34603 1.08803 -0.81 0.80 -1.07 0.39
H -0.65133 -5.45997 -0.67197 -0.94 -0.92 -0.50 0.30
H -7.08333 -2.13897 -5.36997 0.32 0.72 0.92 0.28
H -2.94833 0.17603 -2.40997 0.63 2.47 -2.28 0.51
H -3.62633 -3.75597 4.30803 0.47 -2.56 0.51 0.25
H 5.81267 1.91403 3.32503 -1.44 -1.00 -0.97 0.40
H 2.82767 2.76403 2.20703 0.95 0.45 2.66 0.42
H 4.36567 1.30903 0.00503 -0.08 -0.36 -4.07 0.44
H 5.10267 3.50103 3.05803 -1.19 -0.29 -0.53 0.43
H -2.08933 0.04303 1.44403 1.34 -1.29 -2.21 -0.03
H 7.80667 2.41103 0.66703 -2.50 -0.68 0.16 0.32
H -4.72133 -2.66497 5.36303 -0.11 -1.25 -0.45 0.22
H -4.98833 -2.92197 3.59103 -1.04 -0.22 -0.74 0.33
H 4.60367 0.73003 1.48103 -0.27 -0.18 0.75 0.35
H 6.62467 1.32503 -0.19497 -0.56 0.00 -1.49 0.39
H 6.10167 4.61703 0.87803 0.55 -0.73 0.53 0.37
H 5.67367 3.72203 -0.56297 -0.52 -0.44 1.10 0.35
H 7.23667 0.82703 1.31603 -1.70 1.94 -0.13 0.32
H -7.59533 -2.58997 -3.59797 2.08 -0.23 -2.19 0.24
H -3.04333 1.40203 1.76003 -0.43 -0.69 0.67 0.30
```
Forces are in eV/Å.

The calculation puts the frontier orbital gap at 3.11 eV. The calculation puts the energy above the lowest of the compared OMol25 structures with the same formula, charge and spin at 3.460 eV. Its total energy is -54679.5921 eV. The value obtained for the HOMO energy is -1.880 eV. Its total charge is -1. As for the spin multiplicity: 1.

***

(3)
C6H10N | the ωB97M-V functional and the def2-TZVPD basis

```
17
Properties=species:S:1:pos:R:3:forces:R:3:mulliken_charge:R:1
N -1.17099 -0.08383 -1.06439 -1.73 0.25 -2.43 -0.05
C 0.10672 2.12924 1.54842 -0.77 -1.22 1.01 -0.84
C 0.21527 0.77010 1.62554 1.50 3.56 -0.16 -0.25
C -0.33390 -0.74848 -0.07197 0.43 -2.04 0.60 0.02
C 0.83806 0.01984 0.52277 -2.13 1.37 -1.94 -0.61
C 0.09870 -1.68360 -1.33224 -0.69 4.17 1.69 -0.81
C -0.96495 -0.91566 -2.04954 1.00 -1.11 1.25 0.05
H 1.07414 -1.34142 -1.64242 0.41 0.15 -0.32 0.34
H 0.16130 -2.65876 -1.10783 -0.46 -3.78 0.02 0.43
H 0.37549 2.77717 0.69990 0.07 -0.80 0.19 0.26
H -1.84920 0.69512 -1.05045 0.56 -0.34 0.30 0.27
H 1.50370 -0.70778 0.84158 1.54 -1.33 0.70 0.35
H -1.32262 -1.18163 -3.04796 -0.57 1.19 0.24 0.40
H -1.03161 -1.19884 0.79466 1.61 0.63 -2.21 0.37
H 1.30940 0.66402 -0.27768 -0.41 -0.60 0.93 0.40
H 0.07151 0.18631 2.51705 -0.57 0.21 0.40 0.38
H -0.33602 2.68927 2.38231 0.22 -0.31 -0.28 0.28
```
Forces are in eV/Å.

The calculation puts the frontier orbital gap at 8.38 eV. The calculation puts the energy above the lowest of the compared OMol25 structures with the same formula, charge and spin at 1.750 eV. Its total energy is -7864.5984 eV. The value obtained for the HOMO energy is -13.399 eV. Its SMILES is C=CC[C@@H]1CC=[NH+]1. Its total charge is +1. As for the spin multiplicity: 1.

***

Which of these has the highest HOMO energy? C14H32LiNO14P